[1]
{
  "formula": "C32H73N7O6S",
  "method": "the ωB97M-V functional and the def2-TZVPD basis",
  "homo_energy_ev": -8.79,
  "energy_ev": -67914.54646,
  "spin_multiplicity": 1,
  "e_lumo_ev": 0.57,
  "symbols": ["S", "O", "O", "O", "O", "O", "O", "N", "N", "N", "N", "N", "N", "N", "C", "C", "C", "C", "C", "C", "C", "C", "C", "C", "C", "C", "C", "C", "C", "C", "C", "C", "C", "C", "C", "C", "C", "C", "C", "C", "C", "C", "C", "C", "C", "C", "H", "H", "H", "H", "H", "H", "H", "H", "H", "H", "H", "H", "H", "H", "H", "H", "H", "H", "H", "H", "H", "H", "H", "H", "H", "H", "H", "H", "H", "H", "H", "H", "H", "H", "H", "H", "H", "H", "H", "H", "H", "H", "H", "H", "H", "H", "H", "H", "H", "H", "H", "H", "H", "H", "H", "H", "H", "H", "H", "H", "H", "H", "H", "H", "H", "H", "H", "H", "H", "H", "H", "H", "H"],
  "xyz": [[4.369, 1.793, -1.134], [3.335, 4.773, -4.222], [1.625, -0.415, -7.433], [-2.850, 1.526, 5.947], [3.784, -1.458, -0.408], [-4.150, 3.117, 0.641], [-5.949, -5.597, 3.239], [2.817, -3.910, -2.672], [-3.522, -4.082, 2.763], [5.453, 5.821, -5.903], [1.559, -0.582, 2.011], [-3.345, -1.287, 5.612], [-1.985, 1.437, -0.308], [2.769, -0.777, -4.790], [-3.274, -0.699, 6.953], [-2.933, -6.436, 2.565], [-2.904, 3.095, 1.310], [-2.479, 0.614, 6.962], [1.975, -0.353, -1.451], [4.372, 7.735, -4.855], [-5.210, 2.463, 1.313], [-4.686, -0.576, 7.516], [0.628, 0.579, -7.567], [1.667, -2.744, -0.639], [3.178, 5.377, -2.952], [4.437, -2.346, 0.491], [0.026, -3.776, 2.539], [2.335, -3.394, -1.770], [2.531, 1.625, -5.143], [1.925, -0.927, 0.979], [4.176, 6.527, -5.765], [2.923, 0.059, -7.133], [5.935, -2.234, 0.257], [-3.984, 2.324, 6.225], [1.642, 1.055, -0.979], [-2.601, 0.617, 1.893], [-2.085, 1.815, 1.105], [3.036, 5.597, -5.330], [2.754, 1.882, -0.319], [-3.490, -5.355, 3.487], [1.491, -3.727, 0.546], [3.180, 0.339, -5.646], [0.150, -3.617, 1.225], [-6.177, -6.716, 2.404], [-4.845, -5.705, 4.115], [2.382, -1.378, -0.356], [1.105, -0.719, -1.992], [-3.785, -3.343, 3.412], [0.664, -2.498, -0.990], [6.221, -1.199, 0.096], [2.114, 6.164, -5.142], [5.113, 1.226, -0.183], [3.283, -1.615, -5.048], [-0.712, -3.431, 0.593], [4.263, 0.454, -5.538], [2.681, 2.447, -5.845], [2.965, 1.923, -4.189], [3.150, 0.944, -7.743], [1.315, 1.607, -1.865], [-5.090, -1.564, 7.732], [-0.143, 0.181, -8.226], [3.601, -0.737, -7.452], [-0.916, -3.634, 3.049], [-3.046, 3.298, 2.380], [4.091, 5.881, -2.626], [-4.911, 1.832, 5.919], [4.882, 7.465, -3.930], [0.164, 0.820, -6.608], [2.829, 4.908, -6.154], [0.899, -4.052, 3.121], [1.606, -4.736, 0.140], [-4.291, -4.123, 2.100], [-2.929, 1.392, -0.683], [-1.431, 0.378, 6.765], [-3.692, -0.565, 4.986], [5.362, 5.088, -6.600], [-2.525, 1.098, 7.946], [2.797, -0.355, -2.163], [-3.483, 0.176, 1.428], [4.209, -2.090, 1.528], [5.632, 5.326, -5.033], [6.446, -2.598, 1.149], [-5.611, -6.649, 1.472], [-2.338, 3.933, 0.893], [-4.695, 0.004, 8.441], [1.802, -0.997, -5.015], [-3.434, -6.438, 1.597], [2.343, 6.084, -2.942], [3.903, 6.905, -6.755], [0.767, 1.008, -0.329], [6.254, -2.863, -0.569], [-1.837, -0.160, 1.933], [2.969, 4.577, -2.241], [-1.874, -6.256, 2.376], [-5.925, -7.651, 2.913], [2.465, 2.930, -0.377], [-2.853, 0.894, 2.920], [1.033, 1.493, -8.012], [4.138, -3.373, 0.279], [-3.885, 3.245, 5.649], [2.821, 1.659, 0.743], [-5.364, -0.101, 6.807], [-5.253, 1.400, 1.066], [-2.403, -1.470, 5.278], [-3.036, -7.429, 3.007], [-4.820, -6.705, 4.569], [-5.124, 2.579, 2.398], [2.263, -3.605, 1.297], [-6.140, 2.926, 0.985], [-4.043, 2.581, 7.286], [-1.543, 2.187, -0.833], [-2.786, -5.241, 4.318], [-1.075, 2.037, 1.464], [1.458, 1.501, -4.986], [-5.041, -4.988, 4.917], [4.989, 8.482, -5.354], [3.418, 8.198, -4.598], [-2.728, -1.398, 7.594], [-7.238, -6.728, 2.156]],
  "mulliken_charge": [-0.15, -0.11, -0.39, -0.30, -0.34, -0.41, -0.38, -0.62, -0.42, -0.74, -0.63, -0.51, -0.63, -0.44, 0.27, -1.43, -0.82, -0.75, -1.35, -1.42, -0.57, -1.47, -0.64, 0.08, -0.22, -0.07, -0.92, -0.21, -0.94, -0.88, 0.37, -0.79, -1.32, -0.70, -0.74, -1.41, 0.80, -0.81, -1.15, 0.46, -0.75, 0.30, -0.07, -0.66, -0.86, 2.42, 0.45, 0.14, 0.83, 0.26, 0.40, 0.00, 0.27, 0.34, 0.31, 0.03, 0.24, 0.41, 0.67, 0.35, 0.27, 0.40, 0.25, 0.35, 0.22, 0.23, 0.30, 0.23, 0.29, 0.20, 0.41, 0.28, 0.29, 0.33, 0.22, 0.27, 0.40, 0.36, 0.21, 0.30, 0.31, 0.40, 0.23, 0.39, 0.36, 0.27, 0.30, 0.36, 0.42, 0.32, 0.32, 0.34, -0.29, 0.28, 0.30, 0.49, 0.20, 0.28, 0.21, 0.24, 0.46, 0.29, 0.23, 0.23, 0.37, 0.46, 0.21, 0.34, 0.27, 0.37, 0.24, 0.35, 0.31, 0.19, 0.35, 0.36, 0.34, 0.44, 0.26]
}

***

[2]
{
  "formula": "C20H25N2O2S2",
  "method": "the ωB97M-V functional and the def2-TZVPD basis",
  "total_charge": -1,
  "homo_energy_ev": -2.74,
  "energy_ev": -49889.31339,
  "spin_multiplicity": 1,
  "e_lumo_ev": 2.13,
  "symbols": ["S", "S", "O", "O", "N", "N", "C", "C", "C", "C", "C", "C", "C", "C", "C", "C", "C", "C", "C", "C", "C", "C", "C", "C", "C", "C", "H", "H", "H", "H", "H", "H", "H", "H", "H", "H", "H", "H", "H", "H", "H", "H", "H", "H", "H", "H", "H", "H", "H", "H", "H"],
  "xyz": [[2.085, 4.387, 0.810], [-0.246, -1.928, -1.653], [-4.134, 3.339, 2.390], [-1.284, -6.333, -0.639], [2.910, 2.283, -1.523], [-5.124, 4.305, 0.537], [6.500, 3.091, -0.400], [-0.207, 2.749, 0.829], [-2.909, -7.499, 0.589], [5.337, 2.537, -1.062], [-0.727, -3.323, -0.533], [1.101, 2.967, 0.214], [-3.410, 2.445, 0.218], [1.643, 2.122, -0.836], [3.947, 2.903, -0.728], [0.566, -4.080, -0.027], [-0.523, 0.723, -0.727], [6.313, 4.087, 0.666], [-4.218, 3.370, 1.182], [0.796, 1.001, -1.279], [-2.426, 1.442, 0.969], [3.775, 3.879, 0.338], [-1.349, -0.472, -1.309], [-1.015, 1.622, 0.332], [4.953, 4.439, 1.016], [-1.412, -7.337, 0.240], [2.737, 2.856, -2.356], [-2.819, 0.408, 0.820], [1.349, -4.156, -0.825], [4.804, 5.192, 1.819], [1.181, 0.354, -2.100], [-5.756, 4.632, 1.275], [-2.367, 1.640, 2.067], [7.507, 2.759, -0.753], [-3.044, -8.320, 1.313], [-0.641, 3.400, 1.621], [-2.772, 3.127, -0.413], [-1.081, -8.353, -0.080], [-3.505, -7.742, -0.295], [-0.897, -7.233, 1.227], [-1.280, -2.888, 0.345], [-4.078, 1.906, -0.510], [7.229, 4.509, 1.129], [-2.205, -0.779, -0.661], [-1.341, -4.055, -1.112], [0.983, -3.619, 0.914], [0.251, -5.129, 0.244], [-5.649, 3.725, -0.131], [-3.318, -6.592, 1.045], [-1.729, -0.154, -2.322], [5.500, 1.790, -1.873]],
  "mulliken_charge": [-0.33, -0.17, -0.57, -0.78, -0.19, -0.57, -0.42, -0.83, -1.11, -0.40, -0.25, 0.53, -0.63, -0.36, 0.04, -0.80, 0.61, -0.51, 0.53, -0.67, -1.05, 0.56, -0.68, 0.33, -0.40, -0.32, 0.30, 0.35, 0.26, 0.29, 0.34, 0.31, 0.44, 0.31, 0.35, 0.36, 0.34, 0.17, 0.25, 0.20, 0.25, 0.42, 0.34, 0.24, 0.34, 0.27, 0.11, 0.27, 0.27, 0.33, 0.33]
}

***

[3]
{
  "formula": "C4H6N2O2",
  "method": "the ωB97M-V functional and the def2-TZVPD basis",
  "homo_energy_ev": -8.69,
  "relative_energy_kj_mol": 589.65,
  "energy_ev": -11314.93055,
  "spin_multiplicity": 1,
  "e_lumo_ev": 0.09,
  "symbols": ["O", "O", "N", "N", "C", "C", "C", "C", "H", "H", "H", "H", "H", "H"],
  "xyz": [[1.614, -1.120, -1.278], [-1.301, -1.200, -0.013], [1.162, 1.071, -0.133], [0.237, 1.671, -0.756], [0.573, -0.055, 0.587], [-0.919, 0.117, 0.676], [1.022, -1.401, -0.181], [-0.887, 1.343, -0.278], [-2.376, -1.227, -0.699], [1.233, 0.170, 1.639], [0.697, -2.368, 0.173], [1.860, 0.950, -0.806], [-1.251, 0.087, 1.695], [-1.665, 1.962, -0.625]],
  "mulliken_charge": [-0.57, -0.65, -0.01, -0.60, -0.19, 0.27, 0.08, -0.43, 0.35, 0.26, 0.37, 0.34, 0.29, 0.49]
}

***

[4]
{
  "formula": "C10H40O10",
  "method": "the ωB97M-V functional and the def2-TZVPD basis",
  "homo_energy_ev": -9.66,
  "relative_energy_kj_mol": 380.44,
  "energy_ev": -31489.20567,
  "spin_multiplicity": 1,
  "e_lumo_ev": 0.38,
  "symbols": ["O", "O", "O", "O", "O", "O", "O", "O", "O", "O", "C", "C", "C", "C", "C", "C", "C", "C", "C", "C", "H", "H", "H", "H", "H", "H", "H", "H", "H", "H", "H", "H", "H", "H", "H", "H", "H", "H", "H", "H", "H", "H", "H", "H", "H", "H", "H", "H", "H", "H", "H", "H", "H", "H", "H", "H", "H", "H", "H", "H"],
  "xyz": [[9.937, 5.092, 6.577], [15.069, 9.221, 3.509], [12.930, 3.897, 10.271], [16.375, 6.261, 7.523], [18.219, 6.705, 5.426], [14.577, 4.443, 3.605], [18.941, 7.440, 10.747], [15.316, 0.723, 7.114], [17.944, 4.926, 9.357], [18.182, 10.192, 6.948], [15.489, 9.318, 4.862], [20.114, 6.917, 11.346], [15.240, 3.730, 2.565], [16.130, 1.251, 6.072], [10.975, 4.303, 6.028], [19.135, 4.694, 8.581], [18.418, 9.213, 7.944], [15.420, 5.444, 6.860], [17.573, 6.299, 4.248], [12.178, 4.923, 9.608], [17.576, 8.523, 7.950], [18.546, 6.772, 10.175], [20.114, 5.822, 11.388], [10.991, 3.283, 6.425], [18.526, 9.628, 8.949], [18.975, 5.135, 7.598], [15.534, 1.809, 5.345], [21.007, 7.230, 10.796], [16.259, 4.099, 2.418], [15.475, 8.330, 5.320], [13.095, 3.193, 9.637], [19.305, 8.611, 7.705], [10.907, 4.230, 4.938], [12.824, 5.540, 8.976], [14.433, 5.504, 7.340], [14.388, 5.330, 3.283], [14.824, 9.955, 5.455], [11.946, 4.745, 6.265], [15.296, 2.684, 2.859], [16.832, 1.945, 6.530], [20.173, 7.300, 12.362], [17.567, 6.701, 6.147], [18.138, 6.604, 3.369], [11.718, 5.555, 10.359], [16.566, 6.730, 4.173], [15.707, 4.390, 6.856], [9.284, 4.518, 6.983], [16.490, 9.748, 4.926], [16.717, 0.468, 5.584], [16.805, 5.714, 8.193], [18.851, 10.876, 7.028], [17.439, 5.206, 4.189], [14.716, 0.079, 6.728], [19.324, 3.626, 8.473], [11.411, 4.478, 8.970], [14.687, 3.781, 1.624], [14.465, 9.943, 3.328], [17.996, 4.421, 10.173], [20.001, 5.174, 9.040], [15.251, 5.764, 5.834]],
  "mulliken_charge": [-0.52, -0.53, -0.52, -0.40, -0.53, -0.38, -0.50, -0.52, -0.63, -0.48, -0.24, -0.63, -0.66, -0.34, -0.38, -0.39, -0.31, 0.19, -0.38, -0.28, -0.05, 0.37, 0.26, 0.31, 0.34, 0.12, 0.13, 0.27, 0.26, -0.09, 0.29, 0.26, 0.30, 0.06, -0.26, 0.25, 0.40, 0.00, 0.21, 0.10, 0.25, 0.30, 0.33, 0.32, 0.03, 0.24, 0.31, 0.19, 0.34, 0.22, 0.27, 0.18, 0.29, 0.31, 0.12, 0.32, 0.29, 0.28, 0.24, 0.09]
}

***

[5]
{
  "formula": "C13H16BF3N2O8PS",
  "method": "the ωB97M-V functional and the def2-TZVPD basis",
  "total_charge": 1,
  "homo_energy_ev": -11.96,
  "relative_energy_kj_mol": 0.00,
  "energy_ev": -62049.29671,
  "spin_multiplicity": 1,
  "e_lumo_ev": -5.10,
  "symbols": ["S", "P", "F", "F", "F", "O", "O", "O", "O", "O", "O", "O", "O", "N", "N", "C", "C", "C", "C", "C", "C", "C", "C", "C", "C", "C", "C", "C", "B", "H", "H", "H", "H", "H", "H", "H", "H", "H", "H", "H", "H", "H", "H", "H", "H"],
  "xyz": [[3.068, -0.262, 0.626], [-0.910, -0.746, -4.374], [-2.677, 0.421, -1.969], [-3.386, 2.360, -0.144], [-3.522, -1.356, 0.044], [-0.889, 0.801, -4.802], [0.173, -1.763, 2.517], [-4.498, 0.304, 1.176], [2.288, -0.886, -3.457], [1.729, -2.984, -3.001], [-1.408, 2.598, 0.830], [-2.509, -1.086, -4.423], [0.139, 0.635, 2.451], [-1.337, -0.104, -0.268], [-2.281, 0.464, 0.634], [-0.749, 0.507, 4.747], [-1.554, -0.109, -1.598], [-0.673, -0.630, -2.489], [0.519, -1.143, -1.952], [0.760, -1.135, -0.574], [0.458, 0.734, 3.855], [-2.305, 1.927, 0.476], [2.772, 2.378, -0.109], [-3.562, -0.159, 0.638], [-0.201, -0.601, 0.272], [2.045, -1.642, 0.002], [3.022, 0.980, -0.683], [1.585, -1.662, -2.896], [0.034, -0.552, 1.874], [-2.807, -1.537, -3.627], [2.007, 2.368, 0.664], [2.426, 3.021, -0.920], [3.688, 2.826, 0.268], [-0.398, 0.218, 5.736], [3.970, 0.980, -1.217], [0.804, 1.755, 3.997], [1.289, 0.085, 4.118], [-0.621, -2.304, 2.548], [-1.387, -0.297, 4.381], [2.617, -2.219, -0.719], [1.001, -3.460, -2.583], [-1.351, 1.409, 4.818], [2.269, 0.767, -1.438], [1.864, -2.262, 0.877], [-1.500, 1.366, -4.308]],
  "mulliken_charge": [-0.15, 0.30, -0.29, -0.21, -0.20, -0.43, -0.48, -0.40, -0.44, -0.47, -0.31, -0.52, -0.34, 0.52, 0.02, -1.08, 1.55, -0.31, 0.45, -0.55, -0.27, 0.38, -1.28, 0.49, -0.09, -1.02, 0.13, -0.10, 0.42, 0.38, 0.25, 0.36, 0.39, 0.37, 0.51, 0.32, 0.38, 0.33, 0.25, 0.56, 0.41, 0.34, -0.07, 0.52, 0.35]
}